1.
Computed, not measured: a molecular structure, C12H16AsF6N6S2W, with ωB97M-V/def2-TZVPD.

Calculated values
- HOMO level (alpha / beta): -20.6 / -20.6 eV
- Lowest unoccupied orbital energy (alpha / beta): -0.5367 / -0.5516 Eh
- ΔE to the lowest compared entry with this formula, charge and spin: 22.2 kcal/mol

```
! wB97M-V def2-TZVPD RIJCOSX def2/J DEFGRID3
* xyz 4 2
C 0.0710 -1.7005 -2.5585
S 0.3461 -3.2552 -1.8368
F -3.9641 2.2104 -5.3699
H 2.9296 -2.4491 4.4110
N -1.9251 4.6459 0.0808
C 0.2980 -1.1617 -0.3513
N 0.0449 -1.6579 -3.8664
N -1.2287 2.5289 -0.4318
C -1.3802 3.5154 0.4380
H 0.6191 -3.1055 0.5614
H -0.0880 -0.3400 3.4419
H 0.5891 -2.0194 5.0335
C -0.1641 1.7659 2.0688
C 0.8323 -2.1927 3.9837
N -0.0862 -0.6653 -1.6578
W -1.1428 1.2043 -2.0042
H 1.9477 -3.8407 1.8741
H -0.0754 -0.8125 -4.3990
F -3.6050 3.6841 -7.5677
H -0.0025 -2.7589 3.5598
H 3.5811 -3.3987 2.2974
H 2.0344 -3.9440 4.2780
C 0.4477 -0.4493 0.9242
C 0.8836 -0.8097 3.3270
H 0.1904 -2.5080 -4.3995
F -1.3325 0.4096 -3.6610
C 2.5426 -3.0735 2.3789
C 2.4613 -1.7388 1.6553
F -3.5484 4.8270 -5.1335
N 1.1769 -0.9732 1.8736
C 0.4551 -2.5048 -0.3199
N -0.7429 1.2804 -0.1506
H 3.2120 -1.0591 2.0701
F -1.5664 3.2389 -5.9049
C -0.2062 0.8653 1.0646
H -2.2674 4.7887 -0.8615
H 2.6302 -1.8206 0.5861
S -0.8145 3.3621 2.0983
H 0.3220 1.5456 3.0085
H 1.6763 -0.2022 3.7738
C 2.1407 -2.9505 3.8450
F -2.0833 2.6010 -2.8795
H -2.0280 5.4213 0.7284
As -3.1806 3.4971 -6.0083
*
```

---

2.
Computed, not measured: 3 unconnected molecules or ions with the total composition C12H16B3F9N2O3S2, with ωB97M-V/def2-TZVPD.

Calculated values
- HOMO level: -8.2 eV
- Lowest unoccupied orbital energy: -0.0380 Eh
- SMILES: FC(F)(CCB1OBOB(S)O1)C(F)(F)S(F)(F)(F)(F)F.c1cc[nH]c1.c1cc[nH]c1

```
! wB97M-V def2-TZVPD RIJCOSX def2/J DEFGRID3
* xyz 0 1
C -1.3268 5.9040 1.8650
H 1.6813 -5.2302 -0.7392
C 2.2011 -6.9896 -3.4942
H 1.8762 1.6309 -0.8508
C -1.2553 7.2120 1.4544
F -1.0099 0.1020 -1.5112
F -3.1843 0.9219 2.3764
H -1.4678 9.0152 2.5410
C 2.2762 -5.6814 -3.9030
B 1.1903 -1.8152 0.0070
C 1.8646 -5.6708 -1.7055
F -2.0071 2.9207 -1.0556
F -1.3001 0.1297 1.3211
H 1.8193 -7.8425 -1.4595
F -0.3360 3.2348 0.3859
H -1.1992 5.0375 1.2352
H 1.4026 -0.8025 -2.0037
C 1.1413 0.8517 -0.4505
F -3.1901 2.8598 1.1286
C 1.6768 -0.5726 -0.9250
S -2.2162 1.4901 1.1586
H 2.0813 -3.8795 -2.8114
H 1.9891 -3.7292 2.7070
F -1.3016 2.2847 2.3202
H -1.8769 7.6678 4.6133
C -1.6837 7.2253 3.6484
C 1.9397 -6.9827 -2.1010
B 1.5438 -3.5291 1.6267
H 2.4560 -5.2495 -4.8752
F -3.2664 0.8071 0.0872
N -1.4685 8.0096 2.5469
H 2.3197 -7.8558 -4.1272
S -1.5872 -4.5776 -0.7731
H -1.0703 7.6430 0.4827
C -1.1403 2.2331 -0.1747
H 1.1541 0.9943 0.6847
N 2.0755 -4.8851 -2.8072
H 2.8203 -0.5637 -0.8431
O 2.1545 -2.5388 0.7887
H -2.0870 -3.6996 -1.7414
O -0.1810 -2.2257 0.0484
C -0.3004 1.2247 -1.0648
B -0.3269 -3.6375 0.2545
H -1.7200 5.0531 3.8982
O 0.4236 -4.3554 1.2396
C -1.5989 5.9125 3.2560
F 0.0143 1.9485 -2.2584
*
```

---

3.
Computed, not measured: a molecular structure, C12H16BrFeN2O3S2, with ωB97M-V/def2-TZVPD.

Calculated values
- HOMO level (alpha / beta): -7.4 / -8.4 eV
- Lowest unoccupied orbital energy (alpha / beta): 0.0063 / -0.0535 Eh

```
! wB97M-V def2-TZVPD RIJCOSX def2/J DEFGRID3
* xyz 0 2
S 0.1927 -1.9510 0.4170
N 0.3920 0.6749 2.9067
H 2.5623 2.1531 2.8045
H 1.5024 0.7292 4.7197
H -4.5275 -0.7873 0.4881
Fe 0.5686 0.4085 0.4962
C 0.3770 2.2181 -1.9726
O 4.2632 -0.3427 1.8250
H -2.8539 -3.9891 0.4710
C 0.3120 0.1724 -2.9481
C -1.7921 -3.7642 0.4735
H 1.8041 -0.6623 3.6595
H 3.6545 1.1239 3.7697
C -3.9208 -1.6893 0.5002
H 0.2581 -0.8951 -2.7968
H -4.1760 -2.2691 1.3876
O 2.5379 0.5846 0.7684
H 0.6653 2.0860 -6.2430
C -2.4639 -1.3238 0.5109
C 0.4753 2.8867 -3.1720
H -4.1571 -2.2824 -0.3835
N 0.2931 0.9040 -1.8413
Br 0.3676 3.1379 -0.3056
C 0.4984 2.1122 -4.3369
H -0.3598 0.0904 3.2627
H -1.3390 -4.2153 1.3566
H -1.3273 -4.2288 -0.3954
S -2.1374 0.3536 0.5885
H 0.4153 0.0905 -5.0833
H 0.1135 1.6434 3.0472
C 3.2859 0.3741 1.7804
C -1.4897 -2.2921 0.4705
H 0.5431 3.9585 -3.2287
O 0.6078 2.7287 -5.5217
C 1.6186 0.4136 3.6715
C 0.4104 0.7232 -4.2089
C 2.8259 1.1265 3.0623
*
```

---

4.
Computed, not measured: a molecular structure, C12H16Cl3F3O3Ru, with ωB97M-V/def2-TZVPD.

Calculated values
- HOMO level (alpha / beta): -0.5 / -0.5 eV
- Lowest unoccupied orbital energy (alpha / beta): 0.1938 / 0.1890 Eh
- ΔE to the lowest compared entry with this formula, charge and spin: 26.4 kcal/mol

```
! wB97M-V def2-TZVPD RIJCOSX def2/J DEFGRID3
* xyz -2 5
H -1.9954 -1.3691 -3.8004
H 0.5324 1.8069 1.2473
C 0.7928 0.0062 2.8752
F 0.6035 -1.6399 4.6962
O -0.3673 1.8780 0.8769
H -2.3504 -2.1592 -2.2116
C -0.7393 0.7298 -1.5921
H 3.1217 -1.3560 -1.4325
H -2.7265 1.4712 -1.5615
H 1.4995 2.7640 -2.4047
C 1.3784 -0.2049 -1.8779
Cl -2.8629 -0.1650 0.5682
F 0.6114 0.5039 5.2474
H 0.6645 -2.5307 -3.8942
F 2.4782 -0.4911 4.6320
H 3.1899 -0.4460 -2.9546
H 3.3590 0.4223 -1.4354
C 2.8388 -0.4097 -1.9171
Cl 0.4462 -1.9645 0.5296
C 1.3373 2.3156 -1.4113
C -2.1190 -1.1953 -2.7165
Ru -0.6828 0.0269 0.3866
H 1.6877 -2.8570 -2.4797
H 0.6909 2.9949 -0.8392
O -0.4224 -0.2177 2.5862
C -0.8766 -0.6191 -2.1620
C 0.7183 0.9770 -1.5453
H -2.9645 -0.4990 -2.6198
H -1.7212 2.0544 -2.9293
C -1.7295 1.8053 -1.8595
O 1.6766 0.5409 2.1876
C 0.3970 -1.1773 -2.2751
Cl -2.0855 -3.1285 -0.0231
H 2.3236 2.2621 -0.9159
C 0.6871 -2.5283 -2.7962
H -1.4642 2.6888 -1.2729
C 1.1407 -0.4239 4.3881
H -0.0679 -3.2435 -2.4345
*
```

---

5.
Computed, not measured: a molecular structure, C12H16Cl3NSm, with ωB97M-V/def2-TZVPD.

Calculated values
- HOMO level (alpha / beta): -1.5 / -1.5 eV
- Lowest unoccupied orbital energy (alpha / beta): 0.0873 / 0.0873 Eh
- ΔE to the lowest compared entry with this formula, charge and spin: 46.1 kcal/mol

```
! wB97M-V def2-TZVPD RIJCOSX def2/J DEFGRID3
* xyz -1 6
H -4.1198 2.4919 0.2278
H -1.4281 2.4112 0.2500
C -2.4174 -1.4662 1.9419
H 2.2829 -1.7466 -2.0199
H -1.3422 1.9064 -2.5596
Cl -0.5890 -2.4538 -0.9914
C 5.1624 -1.3899 -0.2472
H 2.8277 0.0004 1.7971
H -2.5663 1.3670 1.9441
C 2.9589 -1.4669 -1.2150
Cl 4.9623 -2.5534 -2.7070
H 5.2717 -0.4708 1.7028
C -2.6686 -0.5280 1.0018
H -2.3377 3.1888 -1.0434
H -1.9894 -2.4274 1.6763
Cl -0.0968 0.6560 2.0872
C -2.1327 2.2210 -0.5687
C 4.6278 -0.7539 0.8715
C -1.4374 1.3204 -1.6337
C -3.4473 1.6572 -0.0013
C 3.2649 -0.4918 0.9177
H -2.1042 0.4739 -1.8762
H 6.2221 -1.6060 -0.2961
C -0.0977 0.9179 -1.3360
H 0.7410 1.2955 -1.8386
C 4.3262 -1.7544 -1.3085
C -3.2514 0.8204 1.2757
H -2.6349 -1.2811 2.9868
N 2.4590 -0.8438 -0.1082
H -3.9443 1.0432 -0.7607
H -2.4345 -0.7434 -0.0458
Sm 0.1461 -0.5088 0.0757
H -4.2132 0.7149 1.8009
*
```

---

6.
Computed, not measured: a molecular structure, C12H16CuN3O, with ωB97M-V/def2-TZVPD.

Calculated values
- HOMO level: -7.8 eV
- Lowest unoccupied orbital energy: -0.0966 Eh

```
! wB97M-V def2-TZVPD RIJCOSX def2/J DEFGRID3
* xyz 0 1
H -6.2419 -1.3791 0.0417
H -2.2350 -2.8136 0.9702
C -3.1590 -2.3621 0.6516
C -5.1729 -1.5086 0.0975
H 1.8728 4.0865 -2.5202
H 1.1277 4.4673 0.1204
H -2.1047 -1.1424 -0.6443
H 0.0196 0.6219 -1.0825
C 0.8921 3.6447 -0.5325
H -0.0102 2.1246 0.8284
N 0.3253 1.5891 -1.1823
N -3.0239 -1.3364 -0.2571
H 4.8562 1.1434 1.6410
H 2.1179 -2.1661 2.1704
H 1.6078 -0.9365 0.0069
Cu 0.2911 -3.2617 -1.5154
H 1.0521 1.6127 -3.1769
O -0.1244 -1.2870 -0.8887
C 3.2307 0.3564 0.4189
H 4.4178 -1.0399 3.1245
H -4.3366 -0.1523 -1.4841
C 0.9065 2.1727 -2.2690
C 1.2573 3.4588 -1.8944
H -4.9270 -3.0889 1.6805
C -4.5146 -2.4737 0.8970
N 2.3612 -0.6663 0.6359
C 2.6810 -1.3301 1.7910
H -0.2043 -0.6139 -0.2210
C 0.3680 2.4422 -0.1321
C -4.2187 -0.8510 -0.6756
C 3.7890 -0.7027 2.3151
C 4.0799 0.4056 1.5170
H 3.0191 0.9863 -0.4318
*
```

---

no.,maximum force (eV/Å)
1,0.8
2,4.5
3,2.1
4,2.7
5,5.2
6,2.3